No. 1
DFT (ωB97M-V/def2-TZVPD) results for a structure of composition C17H31AlBr2F3IKNNaO16PS3 in a non-equilibrium geometry.

```
78
Properties=species:S:1:pos:R:3:mulliken_charge:R:1
I 4.0642 2.0061 -5.1289 -0.0264
Br 0.1272 -5.0586 2.6314 -0.0980
Br 1.5220 -4.3312 -0.7185 -0.1392
K 1.4303 1.9756 -5.4037 0.8879
S -4.8317 -8.3883 4.0321 1.1571
S 5.0994 8.0817 -4.8405 1.1110
S -4.1197 -4.0360 -0.1665 1.1904
P 2.3027 -0.6898 -2.3717 -0.2035
Al 2.6098 4.5846 -3.3574 0.7447
Na 3.1858 -2.1432 -0.7643 0.7012
F -0.3396 -1.9677 -2.8572 -0.0658
F 7.3181 0.6917 -5.6618 -0.8300
F -0.3838 1.1278 -1.5214 -0.1546
O -0.6472 -0.8219 -4.6799 -0.4196
O -4.0473 -4.8192 1.0703 -0.2352
O -4.2496 2.3494 5.4075 -0.5118
O -3.8420 -4.9522 -1.2701 -0.3963
O -2.8019 4.8740 3.3016 -0.4393
O -5.6560 -8.4276 5.2065 -0.6188
O 4.2481 7.0008 -5.2284 -0.5087
O -3.1290 -2.9614 -0.1742 -0.4158
O -2.4295 4.6418 1.0904 -0.3425
O 4.2272 9.4138 -4.7169 -0.2931
O 6.2772 8.3793 -5.5461 -0.5028
O -5.4616 -3.4689 -0.2634 -0.3559
O -1.4160 3.2632 2.5494 -0.3290
O -4.8809 -9.4174 3.0308 -0.6297
O 0.5677 2.2484 -3.0384 -0.4382
O 5.4443 7.9066 -3.2805 -0.3161
N 0.9113 0.0212 -3.2546 0.4736
C -0.0783 -0.9593 -3.6487 0.3915
C 3.9730 9.7174 -3.3390 -0.2521
C 0.3311 1.1768 -2.6010 0.3034
C -2.9074 2.3269 5.8780 -0.4117
C -5.0481 -6.7900 3.2390 -0.6504
C -0.4001 -3.7108 1.3382 -0.4503
C 3.4387 0.7359 -1.9536 -0.0664
C -0.3277 -4.2383 -0.0686 -0.3254
C 5.1555 9.1399 -2.5925 -0.3228
C -3.1239 -8.1256 4.5352 -0.7649
C 4.9534 0.3371 -4.0705 -0.8629
C -2.2739 4.3202 2.4092 0.5068
C -1.1677 2.7259 1.2553 -0.1482
C -2.7298 -6.7452 3.9894 -0.3278
C 4.8893 0.6053 -2.5697 -0.6432
C -1.4699 3.8983 0.3594 -0.2545
C -4.0040 -5.8995 3.8974 -0.6546
H -1.4266 -3.4571 1.5878 0.2363
H 3.0503 1.6945 -2.2927 -0.3796
H 0.2349 -2.8453 1.5056 0.3850
H -2.6465 3.2926 6.3168 0.2362
H 5.3737 1.5562 -2.3506 0.3634
H 3.8758 10.7899 -3.1998 0.3226
H -0.5879 4.5282 0.2038 0.2177
H -3.0873 -8.1539 5.6224 0.3558
H 6.0319 9.7846 -2.6696 0.2913
H 4.9373 8.9525 -1.5452 0.3219
H 3.5226 0.7558 -0.8634 0.6975
H -0.8355 -3.5686 -0.7576 0.1647
H -2.8246 1.5534 6.6375 0.2917
H -0.1374 2.3821 1.1688 0.2143
H -4.8446 -6.9220 2.1770 0.3071
H 1.9013 -1.2249 -1.1094 -0.0738
H -0.7374 -5.2383 -0.1734 0.4671
H 6.0328 0.3209 -4.4660 0.5276
H -4.3327 -5.6154 4.8994 0.4044
H -2.5050 -8.9191 4.1248 0.3954
H -1.9802 -6.2746 4.6242 0.3867
H -1.8402 1.8819 1.0803 0.2720
H -4.3065 3.0387 4.7403 0.2980
H 3.0397 9.2286 -3.0474 0.2035
H 4.5041 -0.6065 -4.3747 0.4127
H -2.2962 -6.8534 2.9930 0.1518
H 5.4795 -0.1502 -2.0464 0.3916
H -2.2237 2.0997 5.0539 0.0988
H -1.8658 3.5845 -0.6055 0.2942
H -3.8414 -4.9854 3.3245 0.2305
H -6.0680 -6.4415 3.3844 0.4516
```

Results
HOMO-LUMO gap, eV: 1.041
Highest occupied orbital energy, eV: -11.78
Net charge: +2



No. 2
DFT (ωB97M-V/def2-TZVPD) results for a cluster of 2 separate species, C3H8BrOPS in total in a non-equilibrium geometry.

```
15
Properties=species:S:1:pos:R:3:mulliken_charge:R:1
Br 2.8447 1.6455 -0.8227 -0.1763
S 0.8961 -0.3696 -2.8633 -0.2682
P 0.8984 0.5982 -1.1255 0.3883
O 1.0964 -0.4883 0.0793 -0.2286
C 0.4806 -1.7585 0.0592 -0.3365
C -0.6529 2.8772 1.0286 -0.9837
C -1.0345 -1.6636 0.0935 -0.9640
H -0.1829 2.2827 1.7851 0.3395
H 0.8068 -2.3074 -0.8322 0.3258
H -1.3566 -1.0898 0.9591 0.2754
H -1.4599 -2.6628 0.1476 0.3556
H -0.1598 3.7428 0.6452 0.3446
H -1.3952 -1.1721 -0.8109 0.3037
H 0.8637 -2.2608 0.9509 0.2954
H -1.6450 2.6267 0.7061 0.3291
```

Results
Energy relative to the best compared isomer or geometry (same formula, charge and spin), eV: 3.173
HOMO-LUMO gap (spin up / spin down), eV: 6.463 / 8.840
Highest occupied orbital energy (spin up / spin down), eV: -9.03 / -9.04
Net charge: 0